*1*
Here is C61H60N7O2Pt as an isolated structure from OMol25. Energies are from ωB97M-V/def2-TZVPD.

Each line ends with the Mulliken charge.
Positions of all 131 atoms, in Å:
Pt1 0.024 -0.302 -0.054  2.08
C1 -4.495 0.925 -1.082  -1.93
C2 -3.104 0.761 -1.195  -0.09
N1 -2.430 -0.137 -0.514  0.70
C3 -3.111 -0.959 0.328  0.82
C4 -4.495 -0.834 0.549  1.34
C5 -5.182 0.145 -0.199  -1.20
C6 -5.133 -1.703 1.470  -1.15
C7 -4.399 -2.664 2.099  -1.42
C8 -3.021 -2.834 1.837  -0.06
C9 -2.363 -2.016 0.948  -0.97
N2 -1.058 -2.087 0.525  0.06
C10 -0.435 -3.233 0.119  0.02
C11 -0.644 -4.544 0.511  -0.61
C12 0.022 -5.607 -0.134  -1.31
C13 0.872 -5.409 -1.185  -1.14
C14 1.099 -4.087 -1.637  1.67
C15 1.895 -3.764 -2.757  -1.37
C16 2.018 -2.465 -3.161  -1.79
C17 1.388 -1.459 -2.417  -0.12
N3 0.675 -1.728 -1.344  0.72
C18 0.483 -3.025 -0.956  0.33
H1 -4.994 1.675 -1.681  0.53
H2 -2.537 1.378 -1.876  0.41
H3 -6.251 0.259 -0.067  0.52
H4 -6.194 -1.596 1.654  0.49
H5 -4.877 -3.326 2.810  0.47
H6 -2.485 -3.602 2.373  0.69
H7 -1.326 -4.777 1.311  0.31
H8 -0.165 -6.614 0.216  0.46
H9 1.358 -6.236 -1.684  0.48
H10 2.390 -4.561 -3.299  0.54
H11 2.599 -2.193 -4.030  0.64
H12 1.457 -0.419 -2.695  0.52
C19 -0.269 5.089 -0.193  -1.91
C20 -0.491 3.582 -0.348  2.34
C21 -0.655 3.214 -1.825  -1.48
C22 -1.652 3.103 0.522  1.19
C23 -2.844 3.809 0.504  -0.35
C24 -3.913 3.419 1.296  -1.45
C25 -3.776 2.352 2.161  -0.69
C26 -2.587 1.624 2.258  1.34
C27 -2.524 0.580 3.375  0.77
C28 -2.754 1.278 4.727  -1.53
C29 -1.268 -0.281 3.526  -1.48
C30 -1.571 1.985 1.374  -1.69
N4 -0.358 1.221 1.253  0.19
C31 0.703 1.699 1.811  1.19
C32 1.963 1.185 1.312  1.17
N5 1.862 0.386 0.294  0.49
C33 3.087 -0.082 -0.300  -1.29
C34 3.545 0.589 -1.438  1.12
C35 4.765 0.186 -1.966  -0.63
C36 5.489 -0.843 -1.381  -1.64
C37 4.998 -1.496 -0.264  -0.85
C38 3.779 -1.135 0.305  1.37
C39 3.277 -1.866 1.540  1.42
C40 4.196 -1.608 2.739  -1.69
C41 3.164 -3.376 1.302  -1.59
C42 2.748 1.729 -2.049  2.08
C43 2.893 1.813 -3.569  -1.90
C44 3.129 3.074 -1.420  -1.21
C45 3.057 1.887 1.993  0.41
C46 4.423 1.891 1.915  0.56
C47 5.139 2.822 2.709  -1.32
C48 4.510 3.722 3.532  -0.91
C49 3.093 3.758 3.608  0.95
C50 2.297 4.655 4.367  -0.84
C51 0.927 4.602 4.301  -1.43
C52 0.244 3.668 3.483  0.17
C53 0.991 2.780 2.756  0.22
C54 2.407 2.829 2.832  -1.45
H13 0.657 5.379 -0.691  0.37
H14 -0.196 5.374 0.858  0.36
H15 -1.076 5.667 -0.646  0.44
H16 0.428 3.101 -0.010  -1.26
H17 -1.612 3.572 -2.214  0.39
H18 -0.591 2.136 -1.986  -0.15
H19 0.136 3.688 -2.411  0.61
H20 -2.946 4.672 -0.143  0.36
H21 -4.849 3.961 1.251  0.39
H22 -4.609 2.072 2.796  0.52
H23 -3.370 -0.097 3.203  -0.08
H24 -1.918 1.945 4.953  0.33
H25 -2.808 0.534 5.523  0.44
H26 -3.670 1.865 4.754  0.42
H27 -0.443 0.301 3.946  0.39
H28 -0.934 -0.751 2.606  -0.16
H29 -1.492 -1.081 4.234  0.46
H30 5.159 0.679 -2.845  0.40
H31 6.439 -1.140 -1.805  0.41
H32 5.570 -2.302 0.179  0.43
H33 2.281 -1.494 1.786  -0.41
H34 5.172 -2.072 2.581  0.36
H35 3.764 -2.045 3.641  0.46
H36 4.352 -0.544 2.921  0.32
H37 4.121 -3.794 0.984  0.36
H38 2.422 -3.622 0.545  0.44
H39 2.879 -3.876 2.229  0.46
H40 1.691 1.547 -1.825  -1.40
H41 3.878 2.184 -3.859  0.49
H42 2.156 2.510 -3.969  0.36
H43 2.746 0.846 -4.055  0.28
H44 4.195 3.267 -1.555  0.42
H45 2.918 3.105 -0.351  -0.06
H46 2.576 3.885 -1.899  0.48
H47 4.959 1.211 1.264  0.62
H48 6.219 2.820 2.658  0.48
H49 5.095 4.417 4.120  0.46
H50 2.779 5.393 4.997  0.45
H51 0.343 5.302 4.884  0.48
H52 -0.836 3.676 3.435  0.86
O1 -4.077 -4.816 -0.971  -0.37
C55 -4.111 -4.868 -2.382  -0.64
N6 -3.257 -3.789 -2.811  0.10
C56 -3.360 -3.250 -4.048  0.37
O2 -4.140 -3.672 -4.883  -0.71
C57 -2.467 -2.079 -4.344  0.02
C58 -2.281 -1.692 -5.665  -0.67
C59 -1.470 -0.601 -5.932  -0.98
C60 -0.886 0.070 -4.866  -0.38
N7 -1.077 -0.278 -3.595  0.33
C61 -1.850 -1.332 -3.355  0.96
H53 -4.539 -5.584 -0.621  0.23
H54 -5.110 -4.697 -2.786  0.43
H55 -3.742 -5.831 -2.750  0.35
H56 -2.535 -3.514 -2.165  0.00
H57 -2.778 -2.248 -6.449  0.52
H58 -1.292 -0.272 -6.947  0.46
H59 -0.240 0.925 -5.038  0.40
H60 -1.980 -1.571 -2.303  -0.72

The calculation puts the LUMO energy (spin up / spin down) at -3.54 / -3.54 eV. The multiplicity is 1. Its total charge is +1. The value obtained for the gap between HOMO and LUMO (spin up / spin down) is 5.6 / 5.6 eV.

*2*
Here is C61H60N7O2Pt as an isolated structure from OMol25. Energies are from ωB97M-V/def2-TZVPD.

Each line ends with the Mulliken charge.
Positions of all 131 atoms, in Å:
Pt1 0.111 -0.373 0.169  2.07
C1 2.423 -0.645 -3.957  -1.79
C2 2.097 -0.435 -2.609  -0.58
N1 1.135 -1.080 -1.987  0.61
C3 0.466 -2.056 -2.652  0.63
C4 0.711 -2.328 -4.013  1.45
C5 1.703 -1.566 -4.663  -1.02
C6 0.028 -3.390 -4.655  -1.55
C7 -0.787 -4.186 -3.909  -0.98
C8 -1.000 -3.962 -2.532  -0.83
C9 -0.431 -2.883 -1.874  -0.17
N2 -0.471 -2.526 -0.566  0.33
C10 -0.849 -3.302 0.479  -0.56
C11 -1.669 -4.417 0.557  -0.49
C12 -1.782 -5.153 1.756  -1.10
C13 -1.089 -4.822 2.884  -1.14
C14 -0.275 -3.662 2.871  2.14
C15 0.471 -3.232 3.988  -1.26
C16 1.235 -2.105 3.900  -1.70
C17 1.208 -1.363 2.713  0.00
N3 0.496 -1.717 1.665  1.37
C18 -0.206 -2.894 1.698  -0.49
H1 3.224 -0.076 -4.407  0.55
H2 2.663 0.274 -2.022  0.79
H3 1.900 -1.744 -5.713  0.51
H4 0.205 -3.580 -5.706  0.49
H5 -1.281 -5.032 -4.369  0.45
H6 -1.613 -4.671 -2.005  0.17
H7 -2.269 -4.722 -0.282  0.56
H8 -2.427 -6.022 1.762  0.40
H9 -1.157 -5.414 3.787  0.44
H10 0.438 -3.815 4.901  0.45
H11 1.835 -1.753 4.727  0.53
H12 1.789 -0.463 2.608  0.60
C19 1.660 4.657 -1.419  -1.88
C20 1.543 3.143 -1.220  2.13
C21 2.893 2.544 -0.819  -1.45
C22 0.936 2.475 -2.452  1.19
C23 1.416 2.808 -3.712  -0.23
C24 0.845 2.269 -4.854  -1.70
C25 -0.244 1.424 -4.748  -0.51
C26 -0.785 1.062 -3.512  1.38
C27 -2.089 0.268 -3.569  0.24
C28 -3.202 1.168 -4.127  -1.53
C29 -2.606 -0.409 -2.300  -1.69
C30 -0.129 1.560 -2.387  -1.71
N4 -0.524 1.185 -1.050  0.03
C31 -1.299 2.020 -0.464  1.38
C32 -1.506 1.825 0.977  0.71
N5 -0.846 0.867 1.525  0.04
C33 -0.995 0.761 2.958  -1.82
C34 0.005 1.372 3.731  1.46
C35 -0.127 1.315 5.112  -0.53
C36 -1.212 0.677 5.694  -1.72
C37 -2.201 0.123 4.902  -0.54
C38 -2.135 0.168 3.510  1.27
C39 -3.317 -0.343 2.698  1.37
C40 -4.638 0.251 3.197  -1.96
C41 -3.413 -1.867 2.722  -1.49
C42 1.163 2.125 3.089  1.77
C43 2.449 2.047 3.914  -1.95
C44 0.805 3.595 2.843  -1.18
C45 -2.380 2.903 1.458  0.89
C46 -2.872 3.294 2.676  -0.14
C47 -3.665 4.466 2.737  -1.31
C48 -3.932 5.226 1.626  -1.00
C49 -3.404 4.863 0.361  0.77
C50 -3.541 5.578 -0.856  -0.98
C51 -2.919 5.140 -1.998  -1.42
C52 -2.127 3.965 -2.022  0.10
C53 -2.006 3.241 -0.865  0.36
C54 -2.642 3.698 0.315  -0.88
H13 1.932 5.135 -0.477  0.42
H14 0.718 5.090 -1.760  0.38
H15 2.431 4.912 -2.147  0.43
H16 0.875 2.991 -0.372  -1.16
H17 3.583 2.519 -1.666  0.28
H18 2.786 1.530 -0.424  0.08
H19 3.352 3.152 -0.036  0.52
H20 2.243 3.502 -3.803  0.39
H21 1.240 2.522 -5.830  0.41
H22 -0.710 1.036 -5.646  0.56
H23 -1.911 -0.517 -4.311  0.50
H24 -3.453 1.954 -3.411  0.29
H25 -4.104 0.578 -4.302  0.44
H26 -2.920 1.642 -5.068  0.40
H27 -3.162 0.298 -1.676  0.31
H28 -1.832 -0.862 -1.690  0.21
H29 -3.299 -1.204 -2.582  0.44
H30 0.624 1.774 5.742  0.38
H31 -1.296 0.631 6.772  0.40
H32 -3.059 -0.339 5.372  0.42
H33 -3.190 -0.028 1.660  -0.22
H34 -4.918 -0.161 4.168  0.41
H35 -5.436 0.001 2.497  0.48
H36 -4.600 1.337 3.290  0.40
H37 -3.416 -2.237 3.750  0.29
H38 -2.590 -2.336 2.195  0.32
H39 -4.339 -2.191 2.244  0.52
H40 1.358 1.671 2.111  -1.05
H41 2.396 2.685 4.798  0.55
H42 3.294 2.398 3.319  0.38
H43 2.667 1.032 4.253  0.30
H44 0.497 4.074 3.775  0.35
H45 -0.006 3.711 2.126  0.05
H46 1.673 4.134 2.457  0.49
H47 -2.661 2.743 3.582  0.85
H48 -4.061 4.771 3.696  0.51
H49 -4.536 6.120 1.715  0.44
H50 -4.132 6.486 -0.877  0.47
H51 -3.026 5.707 -2.912  0.49
H52 -1.637 3.667 -2.938  0.74
O1 2.618 -5.763 -3.305  -0.43
C55 3.903 -5.716 -2.724  -0.51
N6 3.811 -4.693 -1.712  -0.03
C56 4.922 -4.123 -1.194  0.31
O2 6.046 -4.479 -1.504  -0.67
C57 4.710 -2.998 -0.223  0.53
C58 5.738 -2.652 0.643  -0.56
C59 5.555 -1.571 1.487  -1.00
C60 4.365 -0.862 1.407  -0.21
N7 3.374 -1.170 0.571  0.20
C61 3.554 -2.231 -0.213  0.60
H53 2.594 -6.473 -3.953  0.26
H54 4.677 -5.429 -3.439  0.37
H55 4.175 -6.679 -2.281  0.33
H56 2.888 -4.482 -1.369  0.09
H57 6.654 -3.228 0.634  0.51
H58 6.320 -1.272 2.191  0.49
H59 4.211 0.009 2.038  0.23
H60 2.723 -2.469 -0.865  -0.71

The calculation puts the LUMO energy at -3.70 eV. The multiplicity is 1. Its total charge is +1. The value obtained for the gap between HOMO and LUMO is 5.0 eV.

The most stable arrangement is *1*, and the next structure is 0.0243 hartree less stable.